# 1
Entry from OMol25: 10 unconnected molecules or ions with the total composition C60H150N10O20 in a non-equilibrium geometry (ωB97M-V/def2-TZVPD).

```
240
Properties=species:S:1:pos:R:3
C 5.422 -0.682 -3.642
O 5.612 -1.530 -2.586
C 6.838 -2.238 -2.601
C 6.982 -3.072 -1.320
N 6.022 -4.156 -1.096
C 5.681 -4.863 -2.423
C 4.597 -5.895 -2.217
O 3.402 -5.267 -1.729
C 2.142 -5.908 -1.916
H 5.138 -1.106 -4.599
H 6.293 -0.036 -3.890
H 4.604 0.081 -3.464
H 7.672 -1.464 -2.554
H 7.101 -2.860 -3.445
H 6.920 -2.351 -0.477
H 7.931 -3.533 -1.321
H 5.156 -3.769 -0.764
H 6.453 -5.457 -2.857
H 5.455 -4.090 -3.123
H 4.979 -6.558 -1.424
H 4.455 -6.344 -3.194
H 2.023 -6.903 -1.424
H 2.019 -6.079 -2.937
H 1.343 -5.241 -1.654
C 3.029 -2.326 -0.511
O 2.805 -1.020 -0.046
C 4.074 -0.403 0.160
C 4.020 1.040 0.707
N 5.448 1.315 1.012
C 5.838 2.707 1.291
C 4.977 3.316 2.446
O 5.197 2.579 3.650
C 4.481 3.140 4.761
H 2.091 -2.922 -0.638
H 3.593 -2.975 0.155
H 3.625 -2.290 -1.467
H 4.643 -0.389 -0.747
H 4.674 -0.913 0.907
H 3.248 1.097 1.459
H 3.681 1.710 -0.102
H 5.682 0.787 1.813
H 5.671 3.336 0.408
H 6.888 2.678 1.593
H 3.956 3.132 2.178
H 5.147 4.451 2.495
H 3.346 3.027 4.591
H 4.703 4.205 4.791
H 4.743 2.468 5.621
C -10.091 2.656 -1.344
O -9.218 2.170 -0.370
C -8.039 3.000 -0.074
C -7.028 2.842 -1.157
N -5.826 3.542 -0.799
C -4.591 3.203 -1.459
C -3.433 4.116 -1.054
O -3.347 3.996 0.351
C -2.829 5.116 0.973
H -10.746 1.842 -1.635
H -9.546 2.927 -2.228
H -10.692 3.472 -0.938
H -7.594 2.591 0.877
H -8.379 4.014 0.029
H -7.475 3.137 -2.094
H -6.771 1.755 -1.015
H -5.946 4.493 -0.509
H -4.679 3.304 -2.531
H -4.410 2.121 -1.196
H -3.734 5.136 -1.352
H -2.574 3.852 -1.619
H -3.602 5.873 1.063
H -1.977 5.658 0.544
H -2.554 4.838 2.005
C -4.457 2.672 6.323
O -5.224 3.248 5.243
C -4.472 3.561 4.078
C -4.334 2.315 3.154
N -5.636 1.783 2.851
C -5.592 0.583 2.044
C -4.763 -0.564 2.553
O -5.306 -1.171 3.649
C -5.800 -2.463 3.385
H -4.001 3.534 6.819
H -3.652 1.949 6.016
H -5.159 2.134 7.026
H -3.477 3.932 4.344
H -4.971 4.365 3.551
H -3.510 1.617 3.605
H -3.951 2.697 2.222
H -6.020 1.561 3.722
H -5.205 0.871 1.013
H -6.594 0.263 1.924
H -3.780 -0.141 2.857
H -4.613 -1.304 1.805
H -5.084 -3.129 2.929
H -6.789 -2.554 2.829
H -6.118 -2.767 4.379
C 2.967 6.895 4.524
O 2.541 6.623 3.197
C 1.304 5.871 3.161
C 0.843 5.839 1.662
N 1.663 4.955 0.917
C 1.171 4.798 -0.397
C 1.908 3.717 -1.202
O 3.259 4.130 -1.394
C 3.904 3.367 -2.363
H 2.191 7.573 4.996
H 3.984 7.255 4.567
H 2.841 6.008 5.160
H 0.424 6.262 3.753
H 1.620 4.862 3.458
H 0.812 6.917 1.290
H -0.113 5.342 1.599
H 2.626 5.330 0.966
H 1.055 5.673 -1.049
H 0.035 4.473 -0.374
H 1.451 3.586 -2.194
H 1.859 2.743 -0.686
H 4.850 3.810 -2.751
H 3.290 3.144 -3.202
H 4.201 2.370 -1.949
C 2.659 3.859 -6.900
O 3.475 3.083 -6.025
C 4.689 2.716 -6.567
C 4.560 1.597 -7.561
N 3.882 0.531 -6.871
C 3.875 -0.746 -7.621
C 2.782 -1.662 -7.075
O 1.545 -1.251 -7.668
C 0.377 -2.000 -7.218
H 1.918 3.188 -7.334
H 3.232 4.421 -7.659
H 2.098 4.635 -6.387
H 5.324 2.345 -5.748
H 5.113 3.663 -7.038
H 5.532 1.250 -7.878
H 4.077 1.899 -8.427
H 2.968 0.821 -6.632
H 4.889 -1.231 -7.549
H 3.667 -0.664 -8.720
H 2.584 -1.681 -5.967
H 3.040 -2.657 -7.510
H 0.820 -2.915 -6.901
H -0.345 -2.104 -8.033
H -0.088 -1.487 -6.353
C -2.798 -5.412 2.676
O -1.783 -5.631 1.684
C -1.633 -4.561 0.808
C -0.377 -3.765 1.275
N -0.389 -3.261 2.619
C -1.017 -1.939 2.821
C -1.237 -1.391 4.266
O -0.427 -0.234 4.510
C 0.917 -0.535 4.441
H -2.905 -6.345 3.305
H -3.762 -5.140 2.212
H -2.520 -4.668 3.380
H -2.531 -3.921 0.829
H -1.468 -4.955 -0.156
H -0.153 -2.934 0.571
H 0.495 -4.475 1.166
H 0.381 -3.493 3.238
H -2.031 -2.016 2.451
H -0.545 -1.146 2.183
H -1.075 -2.203 4.961
H -2.283 -1.089 4.366
H 1.244 -1.165 5.342
H 1.451 0.419 4.632
H 1.228 -1.076 3.557
C -0.742 -3.488 -3.373
O -2.046 -2.909 -3.242
C -2.671 -3.286 -2.061
C -4.083 -2.588 -1.994
N -4.129 -1.182 -2.306
C -5.396 -0.660 -2.844
C -6.548 -0.896 -1.946
O -7.693 -0.598 -2.713
C -8.874 -0.869 -1.963
H -0.893 -4.553 -3.502
H -0.126 -3.342 -2.459
H -0.266 -2.970 -4.164
H -2.076 -2.916 -1.210
H -2.857 -4.404 -1.977
H -4.354 -2.829 -0.941
H -4.745 -3.096 -2.779
H -3.371 -1.076 -2.964
H -5.562 -1.132 -3.806
H -5.119 0.376 -2.966
H -6.561 -0.301 -1.097
H -6.533 -1.966 -1.594
H -8.887 -1.856 -1.567
H -9.661 -0.944 -2.731
H -8.957 -0.078 -1.203
C 0.759 1.230 -4.837
O 1.093 -0.087 -4.312
C 1.083 -0.096 -2.932
C -0.288 0.040 -2.308
N -0.351 -0.666 -1.042
C -1.595 -0.438 -0.284
C -1.636 0.868 0.520
O -0.452 1.021 1.255
C -0.720 2.085 2.198
H 1.305 2.049 -4.425
H -0.273 1.436 -4.690
H 0.852 1.141 -5.926
H 1.899 0.612 -2.623
H 1.519 -1.078 -2.703
H -0.895 -0.548 -3.036
H -0.754 1.055 -2.253
H 0.563 -0.571 -0.528
H -1.688 -1.311 0.378
H -2.466 -0.401 -0.900
H -2.483 0.881 1.260
H -1.793 1.742 -0.104
H -1.416 1.696 2.909
H -1.186 2.923 1.702
H 0.235 2.454 2.618
C 4.770 -0.780 3.917
O 4.075 -1.985 4.225
C 4.083 -2.922 3.176
C 3.569 -4.217 3.773
N 2.236 -3.946 4.371
C 1.693 -5.096 5.099
C 0.305 -4.804 5.751
O 0.363 -3.568 6.514
C -0.738 -3.375 7.358
H 4.134 0.005 3.467
H 5.756 -0.982 3.435
H 5.152 -0.245 4.782
H 5.135 -3.197 2.867
H 3.591 -2.540 2.247
H 4.282 -4.656 4.484
H 3.497 -4.914 2.968
H 2.270 -3.107 5.023
H 2.357 -5.448 5.883
H 1.494 -5.897 4.401
H -0.102 -5.605 6.320
H -0.384 -4.568 4.919
H -0.536 -2.405 7.791
H -0.821 -4.214 8.051
H -1.696 -3.299 6.800
```

Summary:
Gap between HOMO and LUMO ... 8.199 eV
Energy ... -4427.7691 Ha
Energy above the lowest of the compared OMol25 structures with the same formula, charge and spin ... 500.47 kJ/mol
HOMO level ... -7.6820 eV

Mulliken population analysis, charges in e, atoms 1 to 2: C -0.898; O 0.281

# 2
Entry from OMol25: 11 unconnected molecules or ions with the total composition C60H152N10O21 in a non-equilibrium geometry (ωB97M-V/def2-TZVPD).

```
243
Properties=species:S:1:pos:R:3
C -8.480 -13.790 -5.915
O -9.402 -12.955 -6.627
C -8.875 -11.654 -6.925
C -10.033 -10.662 -7.280
N -10.799 -11.057 -8.460
C -9.977 -11.059 -9.701
C -9.365 -9.721 -10.101
O -8.059 -9.638 -9.456
C -7.486 -8.344 -9.390
H -9.002 -14.716 -5.676
H -8.141 -13.263 -5.023
H -7.681 -14.177 -6.547
H -8.099 -11.549 -7.684
H -8.378 -11.239 -6.048
H -9.592 -9.668 -7.365
H -10.711 -10.642 -6.427
H -11.030 -12.033 -8.346
H -10.605 -11.403 -10.523
H -9.211 -11.823 -9.569
H -10.030 -8.901 -9.827
H -9.342 -9.658 -11.188
H -7.367 -7.846 -10.353
H -6.537 -8.436 -8.863
H -8.162 -7.692 -8.837
C -0.194 -1.762 -12.148
O 0.254 -0.557 -11.512
C -0.692 0.217 -10.802
C -1.040 -0.259 -9.407
N 0.162 -0.095 -8.559
C -0.036 -0.265 -7.104
C 1.183 0.082 -6.188
O 2.113 -0.946 -6.424
C 2.092 -1.976 -5.425
H 0.687 -2.320 -12.467
H -0.754 -1.572 -13.064
H -0.611 -2.451 -11.414
H -1.653 0.288 -11.311
H -0.418 1.272 -10.808
H -1.212 -1.335 -9.435
H -1.991 0.190 -9.120
H 0.933 -0.640 -8.918
H -0.418 -1.263 -6.890
H -0.845 0.427 -6.873
H 0.822 0.224 -5.169
H 1.704 0.994 -6.479
H 2.911 -2.653 -5.666
H 1.169 -2.556 -5.453
H 2.359 -1.598 -4.439
C -5.836 -17.122 17.532
O -4.781 -16.563 16.638
C -3.533 -17.280 16.570
C -3.784 -18.722 15.998
N -4.370 -18.614 14.644
C -4.744 -19.870 14.034
C -5.502 -19.804 12.650
O -6.752 -19.158 12.741
C -7.797 -19.974 13.380
H -6.221 -18.035 17.077
H -6.705 -16.485 17.697
H -5.424 -17.418 18.497
H -3.059 -17.266 17.551
H -2.958 -16.657 15.884
H -4.444 -19.317 16.631
H -2.804 -19.196 15.954
H -5.070 -17.913 14.448
H -5.389 -20.440 14.703
H -3.850 -20.426 13.750
H -5.647 -20.844 12.358
H -4.951 -19.351 11.826
H -8.778 -19.503 13.314
H -7.482 -20.067 14.420
H -7.856 -20.988 12.986
C -15.000 -14.027 2.431
O -15.076 -12.733 1.887
C -14.004 -12.263 1.047
C -14.421 -11.015 0.246
N -14.693 -9.897 1.199
C -15.377 -8.774 0.460
C -15.448 -7.489 1.284
O -15.361 -6.349 0.395
C -15.948 -5.119 0.856
H -14.019 -14.049 2.906
H -15.093 -14.734 1.607
H -15.815 -14.259 3.117
H -13.692 -13.011 0.319
H -13.256 -11.968 1.782
H -15.312 -11.209 -0.352
H -13.614 -10.900 -0.477
H -15.327 -10.283 1.885
H -16.400 -9.099 0.272
H -14.927 -8.752 -0.532
H -14.721 -7.377 2.089
H -16.428 -7.499 1.760
H -15.424 -4.618 1.670
H -17.010 -5.197 1.088
H -15.927 -4.533 -0.063
C -6.347 -25.544 5.324
O -5.151 -26.222 4.877
C -4.321 -25.334 4.060
C -3.150 -26.036 3.341
N -2.281 -26.702 4.283
C -1.449 -27.717 3.664
C -0.406 -28.342 4.595
O -0.961 -29.016 5.678
C -0.080 -29.956 6.317
H -6.949 -25.303 4.448
H -6.136 -24.616 5.856
H -6.842 -26.182 6.057
H -3.814 -24.626 4.717
H -4.964 -24.797 3.363
H -2.672 -25.282 2.714
H -3.485 -26.863 2.716
H -2.837 -27.111 5.021
H -0.920 -27.254 2.830
H -2.144 -28.462 3.276
H 0.249 -27.538 4.931
H 0.119 -29.090 4.000
H 0.626 -29.456 6.981
H 0.499 -30.573 5.631
H -0.697 -30.678 6.852
C -3.989 -4.653 11.859
O -5.131 -5.295 11.288
C -6.355 -4.765 11.807
C -7.583 -5.405 11.091
N -7.697 -6.856 11.371
C -8.719 -7.688 10.720
C -8.352 -9.124 10.628
O -8.089 -9.517 12.001
C -7.141 -10.566 12.171
H -3.104 -5.136 11.446
H -3.876 -4.759 12.938
H -3.815 -3.623 11.546
H -6.453 -3.680 11.756
H -6.470 -5.100 12.838
H -7.561 -5.249 10.012
H -8.455 -4.870 11.467
H -6.792 -7.289 11.256
H -8.888 -7.225 9.748
H -9.664 -7.524 11.239
H -7.489 -9.213 9.968
H -9.264 -9.676 10.402
H -7.466 -11.401 11.552
H -7.326 -10.987 13.159
H -6.154 -10.285 11.804
C -7.122 -14.381 4.016
O -6.602 -13.679 2.889
C -6.542 -12.254 3.141
C -6.222 -11.573 1.840
N -6.202 -10.084 1.993
C -6.159 -9.333 0.730
C -5.592 -7.934 0.901
O -4.212 -7.893 1.019
C -3.702 -6.833 1.751
H -8.095 -13.968 4.283
H -6.476 -14.114 4.853
H -7.220 -15.459 3.884
H -5.872 -11.939 3.941
H -7.475 -11.925 3.597
H -7.055 -11.753 1.160
H -5.325 -11.975 1.368
H -5.462 -9.744 2.591
H -7.181 -9.297 0.352
H -5.630 -9.917 -0.024
H -6.140 -7.441 1.703
H -5.872 -7.217 0.129
H -4.124 -6.618 2.733
H -3.903 -5.987 1.094
H -2.624 -6.994 1.775
C -4.662 2.374 6.724
O -5.929 2.788 7.150
C -6.875 1.761 7.100
C -8.203 2.297 7.796
N -8.766 3.410 7.058
C -9.978 3.999 7.645
C -9.508 4.946 8.716
O -8.815 5.982 8.005
C -8.290 7.058 8.845
H -4.034 1.871 7.460
H -4.208 3.341 6.510
H -4.724 1.859 5.765
H -6.554 0.852 7.608
H -7.123 1.306 6.141
H -7.790 2.694 8.723
H -8.965 1.584 8.111
H -8.045 4.118 7.054
H -10.603 3.273 8.166
H -10.475 4.626 6.906
H -8.945 4.524 9.549
H -10.397 5.340 9.210
H -9.025 7.371 9.587
H -8.053 7.891 8.184
H -7.444 6.787 9.477
C -1.411 -11.331 -5.216
O -1.297 -11.731 -3.882
C -0.764 -10.815 -2.924
C -0.951 -11.399 -1.532
N -0.559 -10.388 -0.530
C -0.495 -11.050 0.812
C -0.102 -10.092 1.959
O -1.338 -9.479 2.404
C -1.377 -9.311 3.806
H -1.898 -12.102 -5.814
H -0.434 -11.220 -5.686
H -2.044 -10.454 -5.352
H -1.227 -9.837 -3.058
H 0.315 -10.775 -3.078
H -0.374 -12.318 -1.435
H -2.004 -11.644 -1.394
H -1.197 -9.605 -0.506
H 0.159 -11.917 0.909
H -1.425 -11.500 1.162
H 0.565 -9.341 1.533
H 0.313 -10.680 2.778
H -1.422 -10.289 4.285
H -2.223 -8.683 4.085
H -0.426 -8.848 4.071
C -10.004 3.610 0.500
O -9.118 3.309 -0.540
C -7.876 2.785 -0.056
C -7.025 3.740 0.826
N -6.690 5.022 0.160
C -6.011 6.026 1.064
C -7.050 6.581 2.161
O -8.156 7.139 1.450
C -9.267 7.393 2.257
H -10.211 2.782 1.178
H -10.948 3.933 0.059
H -9.631 4.447 1.090
H -7.284 2.498 -0.925
H -8.099 1.912 0.558
H -6.090 3.303 1.177
H -7.610 3.876 1.735
H -7.631 5.342 -0.017
H -5.703 6.882 0.465
H -5.212 5.543 1.628
H -6.557 7.342 2.766
H -7.405 5.784 2.814
H -9.902 8.073 1.690
H -8.990 7.905 3.179
H -9.951 6.561 2.422
O -10.313 -8.274 3.522
H -11.100 -8.759 3.272
H -9.616 -8.661 2.992
```

Summary:
Gap between HOMO and LUMO ... 8.655 eV
Energy ... -4504.1202 Ha
Energy above the lowest of the compared OMol25 structures with the same formula, charge and spin ... 395.87 kJ/mol
HOMO level ... -8.2094 eV

Mulliken population analysis, charges in e, atoms 1 to 2: C -0.730; O -0.338

> The highest energy belongs to which entry?

C60H150N10O20